[1]
Entry from the OMol25 dataset: a structure of composition C26H27BaN3O8Si (ωB97M-V with the def2-TZVPD basis set).

The energy above the lowest of the compared OMol25 structures with the same formula, charge and spin is 70.8 kcal/mol. The largest force on an atom is 0.0820 Eh/bohr. The highest occupied orbital energy (spin up / spin down) is -8.3812 / -8.3732 eV. Its net charge is 0. For the orbital gap (spin up / spin down), the calculation gives 6.74 / 7.46 eV.

XYZ file:
```
66
Properties=species:S:1:pos:R:3:lowdin_charge:R:1
Ba -1.87 -0.99 0.61 2.23
C 0.89 0.06 1.12 -0.14
Si 1.45 1.62 0.29 0.58
C 0.42 2.96 1.03 -0.24
N -1.02 2.62 0.94 -0.20
C -1.84 3.07 2.08 -0.19
C -2.12 4.57 2.06 -0.18
C -2.79 4.96 0.74 -0.20
C -1.96 4.48 -0.46 -0.18
C -1.68 2.97 -0.33 -0.19
C 3.24 2.02 0.62 -0.24
C 4.20 1.91 -0.38 -0.09
C 5.52 2.29 -0.15 -0.08
C 5.89 2.77 1.10 -0.09
C 4.95 2.87 2.12 -0.08
C 3.63 2.49 1.88 -0.09
C 1.22 1.48 -1.55 -0.28
C 1.35 2.62 -2.36 -0.10
C 1.20 2.53 -3.73 -0.07
C 0.93 1.30 -4.33 -0.08
C 0.81 0.16 -3.55 -0.07
C 0.96 0.25 -2.17 -0.09
H 0.73 0.10 2.20 0.02
H 1.39 -0.88 0.84 0.02
H 0.70 3.94 0.59 0.09
H 0.70 3.02 2.09 0.09
H -1.35 2.78 3.01 0.12
H -2.79 2.53 2.02 0.11
H -1.17 5.11 2.17 0.11
H -2.75 4.85 2.91 0.11
H -2.93 6.04 0.69 0.10
H -3.78 4.51 0.69 0.12
H -1.01 5.03 -0.49 0.10
H -2.47 4.68 -1.40 0.11
H -1.07 2.62 -1.17 0.10
H -2.63 2.44 -0.36 0.10
H 3.93 1.55 -1.37 0.10
H 6.26 2.21 -0.94 0.10
H 6.92 3.07 1.28 0.10
H 5.24 3.24 3.09 0.10
H 2.91 2.58 2.69 0.10
H 1.56 3.58 -1.91 0.11
H 1.29 3.42 -4.34 0.10
H 0.82 1.24 -5.41 0.10
H 0.61 -0.80 -4.02 0.11
H 0.87 -0.65 -1.57 0.09
O -3.76 -0.15 1.52 -0.48
O -3.40 0.65 0.54 -0.56
O -1.73 -2.87 -0.75 -0.29
C -1.52 -3.56 0.30 -0.68
O -1.32 -3.07 1.46 -0.29
C -1.54 -5.06 0.17 -0.09
C -1.89 -5.64 -1.03 0.08
C -1.91 -7.02 -1.12 -0.10
C -1.59 -7.83 -0.06 0.09
C -1.24 -7.22 1.12 -0.10
C -1.21 -5.85 1.27 0.08
N -0.89 -8.08 2.28 -0.34
O -0.56 -7.51 3.31 0.09
O -0.94 -9.28 2.13 0.09
N -2.29 -7.65 -2.41 -0.34
O -2.60 -6.91 -3.32 0.09
O -2.29 -8.86 -2.46 0.09
H -2.13 -5.03 -1.89 0.14
H -1.62 -8.91 -0.15 0.13
H -0.94 -5.39 2.21 0.14
```

[2]
Entry from the OMol25 dataset: a structure of composition C26H27Br2InN3S4 (ωB97M-V with the def2-TZVPD basis set).

The energy above the lowest of the compared OMol25 structures with the same formula, charge and spin is 0.0 kcal/mol. The largest force on an atom is 0.0109 Eh/bohr. The highest occupied orbital energy is -10.3331 eV. Its net charge is +1. For the orbital gap, the calculation gives 7.68 eV.

XYZ file:
```
63
Properties=species:S:1:pos:R:3:lowdin_charge:R:1
In 0.67 1.26 0.31 0.08
S 2.97 0.78 -0.41 0.60
C 3.66 0.58 1.21 -0.66
C 4.65 -0.39 1.38 -0.13
C 5.24 -0.60 2.61 -0.07
C 4.87 0.16 3.71 -0.07
C 3.91 1.15 3.56 -0.09
C 3.31 1.36 2.32 -0.54
S 2.16 2.70 2.13 0.95
C 0.91 2.40 3.42 -0.37
C -0.41 2.92 2.90 -0.32
C -1.22 3.72 3.67 0.00
C -2.43 4.16 3.13 -0.02
C -2.76 3.80 1.84 0.00
C -1.89 2.99 1.11 -0.30
C -2.27 2.62 -0.31 -0.51
S -1.12 1.60 -1.29 0.52
C 0.42 -2.52 -0.14 -0.26
C 1.07 -3.59 -0.77 0.00
C 2.22 -4.10 -0.23 -0.06
C 2.72 -3.56 0.96 -0.05
C 2.07 -2.51 1.58 -0.10
C 0.91 -1.95 1.05 -0.61
S 0.08 -0.64 1.87 0.66
N -0.75 2.57 1.65 0.02
H 4.93 -1.00 0.53 0.11
H 6.00 -1.37 2.71 0.11
H 5.33 -0.01 4.68 0.11
H 3.65 1.78 4.40 0.11
H 1.18 2.90 4.34 0.09
H 0.86 1.32 3.59 0.06
H -0.92 4.00 4.67 0.12
H -3.08 4.80 3.71 0.12
H -3.69 4.14 1.38 0.13
H -2.43 3.55 -0.85 0.08
H -3.23 2.11 -0.27 0.08
H 0.65 -3.99 -1.69 0.12
H 2.73 -4.92 -0.71 0.11
H 3.62 -3.97 1.40 0.12
H 2.46 -2.09 2.50 0.11
Br 1.70 4.36 -1.39 0.60
C 2.79 3.47 -2.72 -1.04
Br 1.88 2.05 -3.64 0.58
H 3.63 3.04 -2.21 -0.03
H 3.07 4.21 -3.45 0.00
N -0.75 -2.03 -0.69 0.26
C -1.68 -1.83 -1.35 -0.04
N -2.76 -1.57 -2.00 -0.03
C -3.98 -2.37 -1.73 -0.11
C -4.18 -3.40 -2.83 -0.17
C -4.20 -2.73 -4.20 -0.19
C -2.93 -1.91 -4.43 -0.17
C -2.72 -0.89 -3.32 -0.13
H -4.81 -1.67 -1.70 0.13
H -3.89 -2.82 -0.74 0.13
H -5.12 -3.93 -2.65 0.12
H -3.38 -4.14 -2.78 0.12
H -5.07 -2.07 -4.28 0.12
H -4.30 -3.48 -4.98 0.12
H -2.97 -1.38 -5.38 0.12
H -2.06 -2.57 -4.47 0.12
H -3.53 -0.15 -3.31 0.13
H -1.78 -0.35 -3.40 0.10
```

[3]
Entry from the OMol25 dataset: a structure of composition C26H27BrN7O3ReS2 (ωB97M-V with the def2-TZVPD basis set).

The energy above the lowest of the compared OMol25 structures with the same formula, charge and spin is 30.5 kcal/mol. The largest force on an atom is 0.0171 Eh/bohr. The highest occupied orbital energy (spin up / spin down) is -15.2191 / -15.2197 eV. Its net charge is +3. The expectation value of S² is 3.77. For the orbital gap (spin up / spin down), the calculation gives 6.90 / 4.77 eV. Its multiplicity is 4.

XYZ file:
```
67
Properties=species:S:1:pos:R:3:mulliken_spin:R:1
Re 0.19 -1.00 0.73 2.58
C 2.86 -1.99 2.05 0.01
O 2.17 -0.83 1.50 -0.01
C 2.96 0.06 0.74 0.01
C 4.30 -0.07 0.45 0.00
C 4.86 0.87 -0.43 0.00
Br 6.68 0.74 -0.84 0.00
C 4.10 1.87 -1.02 0.00
C 2.75 1.99 -0.71 0.01
C 2.22 1.10 0.20 0.00
O 0.86 1.05 0.54 0.04
C 1.82 2.92 -1.36 -0.01
N 1.73 3.11 -2.63 0.00
C 0.62 3.96 -2.80 0.00
C 0.12 4.53 -3.96 0.00
C -0.96 5.38 -3.84 0.00
C -1.52 5.67 -2.59 0.00
C -1.03 5.10 -1.42 0.00
C 0.04 4.24 -1.56 0.00
N 0.78 3.50 -0.60 0.00
H 3.72 -1.65 2.63 0.00
H 3.18 -2.66 1.25 0.00
H 2.15 -2.48 2.71 0.00
H 4.91 -0.86 0.86 0.00
H 4.55 2.55 -1.73 0.00
H 0.40 1.84 0.13 -0.02
H 0.58 4.32 -4.92 0.00
H -1.37 5.85 -4.72 0.00
H -2.35 6.36 -2.53 0.00
H -1.46 5.34 -0.46 0.00
H 1.05 4.00 0.25 0.00
O -1.58 -0.25 0.39 0.04
N -2.70 -1.02 0.40 0.04
C -3.88 -0.37 0.30 0.01
C -5.04 -1.09 0.31 0.01
C -4.97 -2.48 0.42 0.00
C -3.75 -3.11 0.52 0.01
C -2.58 -2.35 0.51 0.02
S -0.97 -3.02 0.59 0.06
H -3.82 0.70 0.22 0.00
H -5.99 -0.58 0.23 0.00
H -5.88 -3.07 0.44 0.00
H -3.67 -4.18 0.61 0.00
C -0.44 0.98 5.93 0.00
N -0.40 0.01 4.83 0.01
C -0.58 -1.35 4.96 0.00
C -0.50 -1.87 3.71 0.02
N -0.26 -0.84 2.82 0.04
C -0.21 0.28 3.54 0.01
H -0.29 0.46 6.87 0.00
H -1.41 1.48 5.94 0.00
H 0.35 1.72 5.79 0.00
H -0.76 -1.81 5.91 0.00
H -0.60 -2.89 3.39 0.00
H -0.03 1.27 3.16 0.00
S 1.35 -1.49 -1.33 0.05
C 0.44 -2.63 -2.31 0.03
N 0.73 -3.91 -2.37 0.00
C -0.06 -4.61 -3.40 0.00
C -0.91 -3.46 -3.99 0.00
N -0.50 -2.31 -3.17 0.00
H 1.46 -4.34 -1.82 0.00
H -0.66 -5.39 -2.95 0.00
H 0.61 -5.05 -4.14 0.00
H -1.98 -3.64 -3.88 0.00
H -0.69 -3.27 -5.03 0.00
H -0.75 -1.35 -3.36 0.00
```

The highest net charge belongs to which entry? C26H27BrN7O3ReS2

Repeat the first record exactly.
Entry from the OMol25 dataset: a structure of composition C26H27BaN3O8Si (ωB97M-V with the def2-TZVPD basis set).

The energy above the lowest of the compared OMol25 structures with the same formula, charge and spin is 70.8 kcal/mol. The largest force on an atom is 0.0820 Eh/bohr. The highest occupied orbital energy (spin up / spin down) is -8.3812 / -8.3732 eV. Its net charge is 0. For the orbital gap (spin up / spin down), the calculation gives 6.74 / 7.46 eV.

XYZ file:
```
66
Properties=species:S:1:pos:R:3:lowdin_charge:R:1
Ba -1.87 -0.99 0.61 2.23
C 0.89 0.06 1.12 -0.14
Si 1.45 1.62 0.29 0.58
C 0.42 2.96 1.03 -0.24
N -1.02 2.62 0.94 -0.20
C -1.84 3.07 2.08 -0.19
C -2.12 4.57 2.06 -0.18
C -2.79 4.96 0.74 -0.20
C -1.96 4.48 -0.46 -0.18
C -1.68 2.97 -0.33 -0.19
C 3.24 2.02 0.62 -0.24
C 4.20 1.91 -0.38 -0.09
C 5.52 2.29 -0.15 -0.08
C 5.89 2.77 1.10 -0.09
C 4.95 2.87 2.12 -0.08
C 3.63 2.49 1.88 -0.09
C 1.22 1.48 -1.55 -0.28
C 1.35 2.62 -2.36 -0.10
C 1.20 2.53 -3.73 -0.07
C 0.93 1.30 -4.33 -0.08
C 0.81 0.16 -3.55 -0.07
C 0.96 0.25 -2.17 -0.09
H 0.73 0.10 2.20 0.02
H 1.39 -0.88 0.84 0.02
H 0.70 3.94 0.59 0.09
H 0.70 3.02 2.09 0.09
H -1.35 2.78 3.01 0.12
H -2.79 2.53 2.02 0.11
H -1.17 5.11 2.17 0.11
H -2.75 4.85 2.91 0.11
H -2.93 6.04 0.69 0.10
H -3.78 4.51 0.69 0.12
H -1.01 5.03 -0.49 0.10
H -2.47 4.68 -1.40 0.11
H -1.07 2.62 -1.17 0.10
H -2.63 2.44 -0.36 0.10
H 3.93 1.55 -1.37 0.10
H 6.26 2.21 -0.94 0.10
H 6.92 3.07 1.28 0.10
H 5.24 3.24 3.09 0.10
H 2.91 2.58 2.69 0.10
H 1.56 3.58 -1.91 0.11
H 1.29 3.42 -4.34 0.10
H 0.82 1.24 -5.41 0.10
H 0.61 -0.80 -4.02 0.11
H 0.87 -0.65 -1.57 0.09
O -3.76 -0.15 1.52 -0.48
O -3.40 0.65 0.54 -0.56
O -1.73 -2.87 -0.75 -0.29
C -1.52 -3.56 0.30 -0.68
O -1.32 -3.07 1.46 -0.29
C -1.54 -5.06 0.17 -0.09
C -1.89 -5.64 -1.03 0.08
C -1.91 -7.02 -1.12 -0.10
C -1.59 -7.83 -0.06 0.09
C -1.24 -7.22 1.12 -0.10
C -1.21 -5.85 1.27 0.08
N -0.89 -8.08 2.28 -0.34
O -0.56 -7.51 3.31 0.09
O -0.94 -9.28 2.13 0.09
N -2.29 -7.65 -2.41 -0.34
O -2.60 -6.91 -3.32 0.09
O -2.29 -8.86 -2.46 0.09
H -2.13 -5.03 -1.89 0.14
H -1.62 -8.91 -0.15 0.13
H -0.94 -5.39 2.21 0.14
```

What is the net charge in the second record? +1